1.
Computed, not measured: C7H9CrN2O5S as an isolated structure at a distorted geometry, with the ωB97M-V functional and the def2-TZVPD basis.

Atoms and positions in Å:
Cr -0.279426 0.216282 -1.489304
O -1.084481 2.176157 -0.404366
C -1.388707 1.631048 0.908333
C -0.231267 0.807239 1.444493
N 0.179298 -0.264806 0.530474
C -0.556357 -1.508075 0.718771
C -1.951578 -1.373567 0.148950
O -2.907205 -1.876727 0.717236
O -1.998389 -0.704952 -0.967594
C 1.637118 -0.370438 0.445884
C 2.180337 0.862101 -0.253411
O 3.247899 1.333488 0.093748
O 1.440258 1.278878 -1.258567
H -0.177636 2.536422 -0.420275
H -2.253345 1.014142 0.756574
H -1.595513 2.382915 1.633045
H -0.457956 0.376465 2.410201
H 0.618009 1.483134 1.555636
H -0.582181 -1.780957 1.771369
H -0.032229 -2.286685 0.162263
H 1.872996 -1.268577 -0.112603
H 2.103188 -0.485198 1.454811
S -0.191116 -0.351556 -3.858604
C 0.840155 -1.485897 -3.160195
N 1.568117 -2.340825 -2.826880

Atoms 1-2, force components in eV/Å:
-0.326 0.186 -0.323
-0.034 -0.007 0.827

The strongest force on any atom comes out at 0.028 Eh/bohr. As for the HOMO energy (alpha / beta): -4.943 / -5.441 eV. The value obtained for the frontier orbital gap (alpha / beta) is 7.901 / 8.385 eV. The spin multiplicity is 5. Its net charge is -1. Its expectation value of S² is 6.014. For the total energy, the calculation gives -2200.704275 a.u. For the energy relative to the best compared isomer or geometry (same formula, charge and spin), the calculation gives 0.00 kJ/mol.

=====

2.
Computed, not measured: one molecule with the formula C7H9F at a distorted geometry, with the ωB97M-V functional and the def2-TZVPD basis.

Atoms and positions in Å:
C 0.096084 0.008033 1.097742
C 1.053363 0.687503 0.357715
C 1.961256 1.728162 0.637985
C 0.228944 -0.940918 -1.104820
C -0.700300 -0.858835 0.213938
C 1.061884 0.215224 -0.927657
C -2.069236 -0.337657 0.073529
F 1.772726 0.700522 -1.952468
H -0.183838 0.120844 2.149142
H 2.741049 2.151125 -0.024005
H 1.762850 2.091617 1.657120
H 0.895128 -1.889148 -0.928818
H -0.223331 -1.010560 -2.050243
H -0.679829 -1.848752 0.725981
H -2.838492 -1.248050 -0.330344
H -2.260029 0.516499 -0.590840
H -2.618229 -0.085610 0.996044

Atoms 1-2, force components in eV/Å:
-0.392 0.082 1.197
2.172 1.484 -2.195

The strongest force on any atom comes out at 0.107 Eh/bohr. As for the HOMO energy (alpha / beta): -6.765 / -7.196 eV. The value obtained for the frontier orbital gap (alpha / beta) is 6.468 / 7.163 eV. The spin multiplicity is 1. Its net charge is 0. For the total energy, the calculation gives -371.831183 a.u. For the energy relative to the best compared isomer or geometry (same formula, charge and spin), the calculation gives 326.99 kJ/mol.

=====

3.
Computed, not measured: one molecule with the formula C7H9F at a distorted geometry, with the ωB97M-V functional and the def2-TZVPD basis.

Atoms and positions in Å:
C -2.026652 -1.244495 0.015268
C -1.519531 0.148385 -0.043003
C -0.034224 0.334001 -0.059560
C 0.380385 1.808526 0.000607
C 0.919081 -0.582184 -0.015298
C 2.355835 -0.378595 0.033859
C 3.596041 -0.503119 0.009096
H -1.911997 -1.632194 1.067873
H -1.575690 -1.946387 -0.714667
H -3.092710 -1.224761 -0.234673
H -1.954139 0.697570 0.877589
H -1.834285 0.721939 -0.929868
H 0.015278 2.157185 1.051157
H 1.414148 1.920269 -0.180707
H -0.137760 2.356130 -0.745430
H 4.725880 -0.673648 -0.113470
F 0.680345 -1.958624 -0.018766

Atoms 1-2, force components in eV/Å:
-0.786 -1.504 0.261
0.233 1.386 0.747

The strongest force on any atom comes out at 0.072 Eh/bohr. As for the HOMO energy: -8.900 eV. The value obtained for the frontier orbital gap is 9.851 eV. The spin multiplicity is 1. Its net charge is 0. For the total energy, the calculation gives -371.878254 a.u. For the energy relative to the best compared isomer or geometry (same formula, charge and spin), the calculation gives 203.41 kJ/mol.

=====

4.
Computed, not measured: one molecule with the formula C7H9FN2 at a distorted geometry, with the ωB97M-V functional and the def2-TZVPD basis.

Atoms and positions in Å:
C 1.235096 0.521407 -1.429126
C -0.701523 0.513942 -0.145941
C 0.706723 1.126473 1.635596
C -1.899409 0.233946 0.314813
C 2.234293 -0.227466 -0.467018
C 1.524483 -0.852747 0.774982
C -3.015122 -0.250435 -0.600602
N -0.021870 0.716581 -1.213956
N 1.559644 0.237817 1.770655
F 0.529443 2.241679 2.257664
H 1.488337 0.629559 -2.527239
H -2.174745 0.012585 1.323713
H 2.644935 -1.117351 -1.008716
H 3.006485 0.362360 -0.121097
H 0.407573 -1.052841 0.792281
H 2.181146 -1.700702 1.058299
H -2.976740 -1.268435 -0.265402
H -2.741590 -0.378072 -1.708067
H -3.987160 0.251700 -0.440838

Atoms 1-2, force components in eV/Å:
2.252 -1.021 -1.631
-1.160 0.407 -1.724

The strongest force on any atom comes out at 0.097 Eh/bohr. As for the HOMO energy (alpha / beta): -5.948 / -8.663 eV. The value obtained for the frontier orbital gap (alpha / beta) is 6.776 / 7.064 eV. The spin multiplicity is 3. Its net charge is 0. Its expectation value of S² is 2.022. For the total energy, the calculation gives -481.238503 a.u. For the energy relative to the best compared isomer or geometry (same formula, charge and spin), the calculation gives 72.25 kJ/mol.

=====

5.
Computed, not measured: one molecule with the formula C7H9FN2O at a distorted geometry, with the ωB97M-V functional and the def2-TZVPD basis.

Atoms and positions in Å:
C 1.728973 0.663773 1.424998
C -0.549889 1.007073 1.195929
C 0.021540 -0.244350 -1.816242
C 0.906510 0.706703 -1.033338
C -0.141585 -1.467014 -0.827878
C 0.731869 0.230132 0.510152
C -1.012975 0.411170 2.437706
N 2.435601 1.001381 2.257066
N 0.495311 -1.191222 0.406154
O -1.141922 1.901086 0.635104
F 1.786645 -1.772608 0.306292
H -0.889434 0.288878 -1.983641
H 0.387670 -0.555916 -2.747027
H 1.932424 0.555157 -1.320083
H 0.543633 1.652380 -1.052686
H -1.232588 -1.729660 -0.764433
H 0.299629 -2.389010 -1.143691
H -1.798404 -0.334041 2.411382
H -1.348685 1.041440 3.248394
H -0.222227 -0.091131 2.998151

Atoms 1-2, force components in eV/Å:
0.902 -0.645 0.239
-1.153 -0.324 -2.079

The strongest force on any atom comes out at 0.069 Eh/bohr. As for the HOMO energy: -10.110 eV. The value obtained for the frontier orbital gap is 10.447 eV. The spin multiplicity is 1. Its net charge is 0. For the total energy, the calculation gives -556.630056 a.u. For the energy relative to the best compared isomer or geometry (same formula, charge and spin), the calculation gives 0.00 kJ/mol.

=====

6.
Computed, not measured: one molecule with the formula C7H9FO at a distorted geometry, with the ωB97M-V functional and the def2-TZVPD basis.

Atoms and positions in Å:
C 1.472367 -0.706893 0.125183
C 0.352633 -0.793901 0.841135
C 1.305788 0.803383 -0.854511
C -0.720019 0.281204 0.558179
C -0.155747 1.143461 -0.543777
C 0.047071 -1.731880 1.975162
C -0.924510 1.020396 -1.877532
O 2.143557 1.205824 -1.625414
F 2.663194 -1.242972 0.205917
H -1.673670 -0.079696 0.248484
H -0.837538 0.937020 1.332975
H -0.237887 2.162539 -0.346114
H -0.465593 -1.158144 2.742125
H 0.959099 -2.157165 2.284407
H -0.552502 -2.550871 1.530362
H -2.008390 0.762714 -1.670636
H -0.446038 0.190153 -2.501681
H -0.921815 1.914830 -2.424265

Atoms 1-2, force components in eV/Å:
-1.543 4.965 -1.885
-0.244 -0.006 0.645

The strongest force on any atom comes out at 0.108 Eh/bohr. As for the HOMO energy: -9.264 eV. The value obtained for the frontier orbital gap is 10.112 eV. The spin multiplicity is 1. Its net charge is 0. For the total energy, the calculation gives -447.162864 a.u. For the energy relative to the best compared isomer or geometry (same formula, charge and spin), the calculation gives 146.91 kJ/mol.